{
  "formula": "C32H51Br2MnO22",
  "method": "ωB97M-V/def2-TZVPD",
  "max_force_ev_per_a": 4.18,
  "spin_multiplicity": 6,
  "e_homo_ev": [-11.904, -11.892],
  "charge": 1,
  "homo_lumo_gap_ev": [7.12, 7.08],
  "elements": ["Mn", "C", "C", "O", "H", "H", "H", "H", "H", "Br", "C", "C", "Br", "H", "H", "H", "H", "C", "C", "C", "O", "C", "O", "O", "H", "H", "H", "H", "H", "H", "C", "C", "C", "O", "C", "O", "O", "H", "H", "H", "H", "H", "H", "C", "C", "C", "O", "C", "O", "O", "H", "H", "H", "H", "H", "H", "C", "C", "C", "O", "C", "O", "O", "H", "H", "H", "H", "H", "H", "C", "C", "C", "O", "C", "O", "O", "H", "H", "H", "H", "H", "H", "C", "C", "C", "O", "C", "O", "O", "H", "H", "H", "H", "H", "H", "C", "C", "C", "O", "C", "O", "O", "H", "H", "H", "H", "H", "H"],
  "xyz": [[-0.215207, 2.150955, 3.214978], [0.674047, 0.666707, -0.188178], [-0.154298, -0.111014, 0.828164], [-0.617668, 0.652241, 1.894090], [0.779439, 0.035295, -1.074045], [1.668859, 0.893091, 0.201584], [0.242812, 1.641564, -0.422918], [0.499251, -0.932615, 1.143101], [-1.037175, -0.459161, 0.275201], [-1.974634, 2.650492, -1.475067], [-3.628278, 3.788942, -1.516548], [-4.641962, 3.233441, -2.487233], [-6.313591, 4.266469, -2.317829], [-3.306230, 4.810759, -1.677515], [-4.011143, 3.670786, -0.505955], [-4.860516, 2.200447, -2.242401], [-4.270196, 3.364645, -3.499061], [6.072270, 1.119338, 3.988553], [5.290509, 2.090498, 3.120359], [5.052398, 1.629701, 1.644650], [3.619744, 1.630509, 1.545797], [3.067362, 1.805405, 2.727189], [1.878155, 1.731191, 2.959422], [3.957499, 2.203276, 3.621462], [7.091268, 0.973748, 3.626316], [5.579232, 0.149239, 3.947051], [6.185987, 1.555053, 4.979286], [5.775556, 3.062896, 3.045432], [5.386061, 0.622264, 1.397159], [5.507163, 2.307219, 0.928636], [-3.947290, 0.327958, 3.313636], [-4.056084, -1.180312, 3.507912], [-2.862498, -1.893543, 2.883815], [-2.143757, -2.426237, 3.981245], [-2.844232, -2.258401, 5.115443], [-2.573527, -2.731102, 6.165302], [-3.927574, -1.446937, 4.896305], [-2.964893, 0.647359, 3.678994], [-4.616655, 1.002511, 3.852251], [-4.071033, 0.615165, 2.268374], [-4.969183, -1.591929, 3.076882], [-2.293028, -1.197171, 2.263668], [-3.150591, -2.736332, 2.253087], [1.223498, 6.145427, -2.193130], [0.991251, 6.094154, -0.705579], [-0.455628, 6.430427, -0.314125], [-0.669950, 5.524461, 0.770260], [0.202271, 4.530739, 0.722458], [0.215522, 3.583416, 1.454341], [1.091247, 4.734101, -0.257928], [1.186468, 7.160651, -2.591233], [0.432242, 5.588844, -2.697114], [2.185190, 5.739729, -2.506108], [1.676689, 6.734111, -0.148525], [-1.200734, 6.332940, -1.101767], [-0.504737, 7.445561, 0.075386], [-3.917533, -0.893268, -0.517966], [-5.311870, -1.496936, -0.475730], [-5.661047, -2.300738, -1.738550], [-6.009510, -3.584991, -1.241948], [-5.789176, -3.702130, 0.078041], [-5.905581, -4.728640, 0.664926], [-5.384168, -2.503280, 0.538757], [-3.097942, -1.590237, -0.671642], [-3.860854, -0.411186, 0.463947], [-3.801574, -0.029390, -1.174435], [-6.064556, -0.728458, -0.309718], [-4.867701, -2.306347, -2.484068], [-6.577190, -1.951127, -2.215130], [2.099864, 1.954733, -3.650705], [3.533949, 1.902177, -3.164057], [3.695110, 2.316361, -1.683461], [4.502995, 1.260173, -1.167455], [4.670117, 0.293355, -2.086031], [5.315703, -0.682545, -1.865040], [3.970248, 0.544327, -3.185548], [1.439069, 1.475323, -2.927017], [2.026089, 1.398204, -4.585324], [1.687625, 2.952646, -3.783052], [4.141878, 2.532255, -3.816426], [2.710686, 2.308867, -1.220720], [4.131152, 3.308204, -1.578672], [-1.277780, -4.763903, -1.474901], [-1.361411, -4.347729, -0.022325], [-2.344081, -5.152932, 0.815320], [-1.565899, -5.607410, 1.951464], [-0.297364, -5.236404, 1.782122], [0.560220, -5.404114, 2.584118], [-0.110043, -4.632535, 0.553719], [-2.067957, -4.336507, -2.102246], [-1.421645, -5.837367, -1.613440], [-0.334449, -4.439892, -1.911609], [-1.621618, -3.279461, -0.007996], [-2.758372, -6.013956, 0.290857], [-3.175478, -4.611217, 1.262401], [3.314376, -3.575974, -0.190595], [3.163995, -4.023829, -1.633335], [2.752536, -2.957841, -2.671514], [3.805585, -2.928411, -3.616439], [4.762059, -3.779199, -3.255299], [5.746277, -4.043336, -3.866757], [4.470510, -4.368058, -2.072234], [3.904870, -2.674690, -0.035667], [3.779647, -4.369428, 0.400960], [2.370787, -3.523079, 0.362682], [2.401300, -4.793736, -1.769200], [2.557905, -1.969315, -2.245372], [1.820552, -3.246001, -3.163221]],
  "atomic_forces_ev_per_a": [[0.792, -2.217, -3.457], [0.395, 0.203, 0.265], [0.168, 0.780, -0.408], [-0.156, 1.785, 2.222], [0.058, 0.219, -0.158], [0.029, -0.196, 0.018], [-0.224, -0.215, -0.188], [-0.449, -0.311, 0.223], [0.046, -0.496, 0.162], [-0.643, 0.543, -0.214], [0.066, -0.720, 0.836], [0.347, 0.674, -0.052], [0.562, -0.334, -0.040], [-0.075, -0.030, -0.251], [0.092, 0.238, 0.036], [-0.116, -0.015, -0.199], [-0.319, -0.251, -0.125], [0.127, 0.452, -0.461], [1.035, -0.734, -1.309], [0.411, -0.238, 0.740], [-0.744, -0.360, -0.386], [0.785, 1.148, -0.025], [-0.318, 0.076, 0.284], [-0.612, -0.036, 0.665], [-0.071, 0.127, -0.286], [-0.028, -0.011, 0.477], [-0.306, -0.397, 0.205], [-0.324, 0.193, 0.593], [0.072, 0.007, 0.234], [-0.370, 0.098, -0.083], [0.056, 0.706, 0.022], [-0.080, 0.949, -0.210], [-0.170, -0.324, -0.768], [0.409, 0.211, -0.089], [-0.496, 0.154, 0.284], [0.147, 0.119, 0.070], [0.081, -0.716, 0.037], [0.229, -0.161, -0.364], [-0.524, -0.737, 0.255], [0.320, -0.138, -0.072], [-0.231, 0.089, 0.455], [0.477, -0.117, 0.403], [-0.193, 0.081, 0.044], [-0.016, 0.030, -0.478], [-0.799, 0.373, -0.981], [0.874, 0.851, 0.272], [-0.823, -0.246, 0.515], [0.291, 1.009, -1.132], [-0.148, -0.705, 1.147], [0.324, -0.593, 0.710], [-0.046, 0.106, 0.280], [0.062, -0.130, -0.010], [0.030, -0.082, 0.249], [0.184, -0.283, 0.090], [0.039, -0.471, 0.021], [-0.188, -0.058, 0.078], [-0.615, 0.946, 1.312], [0.460, -0.614, -1.487], [-1.222, 0.291, 0.088], [0.288, -0.613, -0.708], [0.087, -0.192, -1.120], [0.142, 0.654, 0.477], [0.282, 0.436, 1.372], [-0.146, -0.189, 0.017], [0.749, -0.249, 0.065], [-0.287, -0.313, -0.484], [0.008, -0.026, 0.362], [0.169, -0.440, 0.148], [0.189, 0.328, -0.134], [-0.299, -0.512, 0.107], [-0.915, 0.955, -0.005], [-0.538, -0.480, -0.994], [0.135, 1.135, 0.557], [0.401, -1.145, 0.611], [-0.153, 0.082, -0.170], [0.102, 0.399, -0.541], [0.059, -0.200, 0.042], [-0.063, 0.174, -0.068], [0.371, 0.233, -0.129], [0.357, -0.370, -0.035], [0.058, -0.064, 0.382], [0.382, -0.200, 0.199], [-0.682, -0.176, -0.733], [-0.662, -0.049, -1.172], [-0.413, -0.508, 0.926], [-0.367, 0.259, -0.832], [0.602, 0.091, 0.169], [0.195, 0.051, -0.299], [0.204, 0.085, 1.228], [-0.039, 0.265, 0.286], [0.448, -0.063, 0.216], [0.078, -0.096, 0.081], [0.487, 0.002, 0.465], [0.153, -0.072, 0.007], [-0.042, 0.217, -0.367], [-0.680, -0.742, 0.933], [-0.055, 1.325, 0.226], [-0.684, 0.328, 0.374], [-0.516, 0.540, -0.264], [0.922, -1.012, 0.246], [-0.136, 0.436, -0.178], [-0.280, -0.593, -0.252], [-0.039, 0.099, -0.393], [0.407, -0.083, -0.395], [-0.249, 0.480, -0.491], [0.681, -0.714, 0.427], [0.469, 0.071, 0.006], [0.159, -0.066, -0.225]],
  "mulliken_charge": [1.226, 0.249, 0.317, -0.216, 0.329, -0.324, -0.587, 0.254, -0.343, 0.030, -0.757, -0.442, -0.139, 0.442, 0.421, 0.197, 0.409, -1.409, 0.382, -0.552, 0.115, 0.060, -0.481, -0.353, 0.394, 0.352, 0.384, 0.329, 0.299, 0.291, -0.911, 0.758, 1.850, -0.397, 0.488, -0.521, -0.435, -0.063, 0.405, 0.296, 0.103, -0.733, -0.836, -1.418, 0.551, -0.460, -0.310, 0.189, -0.247, -0.101, 0.421, 0.299, 0.319, 0.272, 0.204, 0.343, -0.277, 0.502, -0.581, -0.381, 0.593, -0.520, -0.186, 0.031, -0.461, 0.246, 0.337, 0.286, 0.319, -1.179, 0.387, 0.383, -0.156, 0.502, -0.529, -0.333, 0.151, 0.399, 0.316, 0.234, -0.408, 0.328, -1.338, 1.817, -0.234, -0.382, 0.577, -0.537, -0.308, 0.371, 0.422, 0.084, -0.751, 0.312, -0.022, -1.169, 0.703, 0.206, -0.406, 0.642, -0.547, -0.424, 0.263, 0.370, 0.199, 0.181, -0.284, 0.312]
}

{
  "formula": "C32H51IN7O5",
  "method": "ωB97M-V/def2-TZVPD",
  "max_force_ev_per_a": 0.82,
  "spin_multiplicity": 1,
  "e_homo_ev": -9.186,
  "charge": 1,
  "homo_lumo_gap_ev": 5.28,
  "elements": ["C", "C", "O", "O", "C", "C", "C", "C", "C", "C", "I", "C", "C", "C", "C", "C", "C", "O", "N", "C", "C", "O", "C", "O", "C", "N", "C", "C", "N", "N", "H", "H", "H", "H", "H", "H", "H", "H", "H", "H", "H", "H", "H", "H", "H", "H", "H", "H", "H", "H", "H", "H", "H", "H", "H", "H", "H", "H", "H", "H", "H", "H", "H", "H", "H", "H", "N", "C", "C", "C", "C", "H", "H", "H", "H", "H", "N", "C", "C", "C", "C", "H", "H", "H", "H", "H", "N", "C", "C", "C", "C", "H", "H", "H", "H", "H"],
  "xyz": [[5.487386, -4.266472, 0.607334], [4.248078, -3.501371, 0.271453], [3.145425, -3.726957, 0.673769], [4.512788, -2.449774, -0.559329], [3.420172, -1.968678, -1.347195], [3.504535, -0.463516, -1.511960], [3.534028, 0.360581, -0.217402], [4.870440, 0.317329, 0.526381], [6.151053, 0.341151, -0.308988], [6.378001, 1.660800, -1.038058], [8.428530, 1.960378, -1.541178], [2.392732, -0.011477, 0.754901], [1.064908, 0.674900, 0.427327], [-0.071669, 0.184900, 1.328953], [-1.482249, 0.241584, 0.723728], [-2.421655, -0.820849, 1.312555], [-2.471761, -2.135804, 0.513649], [-2.144134, -3.295551, 1.262322], [1.224905, 2.173565, 0.524725], [0.339728, 2.866512, -0.447027], [0.519643, 4.385362, -0.514472], [0.119770, 4.814016, -1.812111], [1.102281, 4.697128, -2.747586], [0.927121, 4.256783, -3.828426], [2.568963, 2.452954, 0.303259], [3.222120, 3.231599, 1.105408], [2.714025, 3.844409, 2.337246], [3.146019, 3.020046, 3.547152], [4.320370, 2.909295, 3.979773], [3.277347, 1.807248, -0.688917], [5.751809, -4.907765, -0.234853], [6.315248, -3.584503, 0.801508], [5.297383, -4.875549, 1.487632], [2.476116, -2.260572, -0.889170], [3.463055, -2.439345, -2.332336], [4.357055, -0.199654, -2.142240], [2.615920, -0.181054, -2.091164], [4.876434, -0.587801, 1.138261], [4.901160, 1.149519, 1.243354], [6.160697, -0.483275, -1.023884], [6.988219, 0.166967, 0.370194], [6.088515, 2.516189, -0.428774], [5.845940, 1.716274, -1.984734], [2.694511, 0.217585, 1.785821], [2.216687, -1.087648, 0.734395], [0.808758, 0.424500, -0.614623], [-0.049594, 0.750597, 2.264937], [0.154553, -0.858931, 1.570113], [-1.923825, 1.230544, 0.874253], [-1.421321, 0.103308, -0.362056], [-3.431228, -0.406794, 1.353518], [-2.142144, -1.034994, 2.350718], [-1.821999, -2.061442, -0.370149], [-3.485410, -2.301502, 0.146617], [-1.447675, -3.088658, 1.893266], [-0.683839, 2.643556, -0.155673], [0.470456, 2.442969, -1.454122], [1.555896, 4.698780, -0.333143], [-0.124223, 4.900785, 0.195720], [2.056138, 5.164310, -2.433070], [4.196903, 3.383621, 0.866507], [3.121775, 4.854374, 2.405522], [1.631174, 3.904185, 2.277459], [2.355876, 2.471708, 4.061858], [4.997065, 3.476911, 3.462720], [2.664567, 1.735515, -1.500770], [-6.095214, -0.789636, 3.470539], [-7.461706, -0.857649, 3.447824], [-7.810696, -2.046814, 2.866445], [-6.609042, -2.725233, 2.526511], [-5.568440, -1.923561, 2.909801], [-5.564259, -0.026178, 3.845757], [-8.065331, -0.060160, 3.845982], [-8.815492, -2.399449, 2.703144], [-6.520422, -3.689880, 2.055845], [-4.505078, -2.075448, 2.837706], [4.741429, 0.567033, -5.017939], [3.376221, 0.604796, -5.145680], [2.982504, -0.548989, -5.768864], [4.153992, -1.313179, -6.026090], [5.221812, -0.596868, -5.556480], [5.309008, 1.290709, -4.616193], [2.805979, 1.449301, -4.793575], [1.969402, -0.813463, -6.022126], [4.206086, -2.271022, -6.515618], [6.276929, -0.810458, -5.568890], [-11.825813, -2.038220, 1.785676], [-13.166051, -2.274808, 1.642918], [-13.423538, -2.431117, 0.307725], [-12.189249, -2.282832, -0.382240], [-11.222762, -2.041315, 0.556719], [-11.358033, -1.883434, 2.659383], [-13.818765, -2.313289, 2.497931], [-14.388358, -2.630402, -0.127410], [-12.030927, -2.347420, -1.445678], [-10.163737, -1.873812, 0.455977]],
  "atomic_forces_ev_per_a": [[0.007, 0.074, 0.263], [0.198, 0.308, -0.014], [-0.398, -0.198, 0.111], [0.182, -0.270, -0.346], [-0.200, 0.142, 0.034], [-0.087, -0.001, -0.111], [0.050, -0.021, 0.006], [0.115, -0.095, -0.019], [0.058, 0.130, 0.010], [-0.046, -0.083, -0.057], [0.031, -0.007, -0.042], [-0.079, -0.002, 0.096], [-0.117, -0.124, -0.130], [-0.023, -0.031, -0.145], [0.006, 0.091, 0.007], [-0.211, 0.171, -0.113], [0.091, -0.041, -0.018], [-0.080, 0.083, 0.133], [0.142, -0.003, -0.205], [-0.183, 0.029, 0.194], [-0.041, 0.167, -0.090], [-0.039, -0.355, 0.090], [0.165, 0.799, 0.108], [-0.156, -0.325, -0.404], [-0.066, -0.088, 0.021], [0.029, 0.227, 0.007], [-0.041, 0.072, 0.188], [-0.156, -0.044, -0.041], [0.145, 0.030, 0.029], [0.021, -0.031, 0.015], [0.012, 0.053, 0.017], [0.006, -0.040, -0.106], [0.015, -0.042, -0.082], [0.059, -0.050, 0.039], [0.093, 0.042, 0.031], [-0.031, 0.034, 0.062], [0.034, -0.063, -0.006], [-0.029, 0.017, -0.061], [-0.069, -0.073, 0.000], [0.061, 0.005, 0.085], [-0.062, -0.008, 0.013], [0.078, -0.004, -0.030], [-0.095, 0.044, 0.102], [-0.063, 0.081, -0.051], [0.116, 0.029, 0.047], [0.012, 0.059, 0.037], [0.075, -0.144, 0.034], [-0.011, 0.052, 0.019], [0.069, -0.019, 0.046], [-0.032, -0.021, 0.051], [0.034, -0.030, 0.066], [-0.009, 0.015, -0.045], [0.035, -0.014, 0.079], [0.054, -0.029, -0.006], [0.034, -0.042, -0.097], [0.033, -0.054, -0.043], [0.100, 0.073, 0.033], [-0.016, -0.041, 0.030], [0.068, -0.020, 0.011], [0.004, -0.247, 0.200], [-0.043, -0.057, -0.036], [0.013, -0.054, -0.055], [0.050, -0.026, -0.051], [0.010, -0.006, -0.048], [0.005, -0.007, 0.014], [0.049, -0.042, -0.003], [0.004, 0.007, -0.035], [0.010, 0.008, -0.007], [-0.035, 0.003, -0.002], [-0.006, 0.018, -0.038], [0.030, -0.008, 0.004], [-0.012, -0.021, 0.028], [-0.002, -0.002, -0.003], [0.010, -0.023, 0.000], [0.000, -0.003, 0.010], [-0.003, -0.031, 0.034], [-0.016, -0.014, 0.099], [0.034, 0.058, 0.114], [-0.020, -0.045, 0.083], [-0.005, -0.009, 0.005], [-0.004, -0.007, 0.055], [0.015, 0.038, -0.112], [0.002, 0.032, -0.092], [0.003, 0.006, -0.015], [-0.001, 0.005, -0.005], [-0.001, 0.001, -0.010], [0.012, 0.003, 0.003], [0.011, 0.000, 0.007], [0.000, 0.001, -0.006], [-0.003, -0.002, -0.001], [0.021, 0.004, 0.020], [-0.015, 0.001, -0.005], [-0.004, 0.000, -0.005], [0.002, 0.000, 0.001], [-0.001, -0.001, 0.002], [-0.002, 0.006, -0.002]],
  "mulliken_charge": [-1.179, 0.890, -0.529, -0.300, -1.323, -1.634, 2.094, -1.150, -0.949, -0.829, 0.089, -2.455, 0.665, -1.191, -0.673, -0.953, -0.602, -0.531, 0.880, -0.361, -0.611, -0.387, 0.175, -0.414, -1.678, 0.326, -0.602, -0.166, -0.515, 0.049, 0.293, 0.326, 0.364, 0.576, 0.538, 0.496, 0.533, 0.434, 0.598, 0.421, 0.691, 0.244, 0.230, 0.263, 0.904, 0.428, 0.203, 0.480, 0.354, 0.492, 0.326, 0.572, 0.334, 0.368, 0.344, 0.242, 0.359, 0.380, 0.313, 0.359, 0.428, 0.514, 0.272, 0.406, 0.256, 0.524, 0.001, -0.607, -0.061, -0.841, -0.529, 0.205, 0.382, 0.451, 0.409, 0.577, 0.038, -0.729, -0.501, -0.441, -0.554, 0.223, 0.683, 0.434, 0.435, 0.415, 0.044, -0.507, -0.381, -0.480, -0.357, 0.194, 0.367, 0.388, 0.382, 0.363]
}